# 1
13
Properties=species:S:1:pos:R:3:mulliken_charge:R:1 method="wB97M-V/def2-TZVPD" homo_ev=-9.58 smiles="C=NO.CN" total_charge=0 fmax_ev_per_a=1.41 lumo_energy_ha=0.0384 orbital_gap_ev=10.62 relative_energy_kcal_mol=75.1
C 1.1154 -2.4174 -0.2798 -0.72
C -0.0507 0.8592 0.4090 -0.33
H 0.4815 -2.0860 0.5388 0.27
H 0.4928 -3.0864 -0.8918 0.29
H 1.9558 -2.9834 0.1523 0.28
H 2.2524 -0.7760 -0.5999 0.19
H 2.0327 -1.6581 -1.9100 0.23
H -2.6193 2.2649 0.8083 0.36
H -0.2511 0.6295 -0.6304 0.40
H 0.8471 0.5734 0.9150 0.30
N 1.5446 -1.3027 -1.1017 -0.52
N -0.9230 1.5543 1.0022 -0.39
O -1.9914 1.8387 0.1925 -0.35

# 2
13
Properties=species:S:1:pos:R:3:mulliken_charge:R:1 method="wB97M-V/def2-TZVPD" homo_ev=-9.74 smiles="[H]/N=C/N.CO" total_charge=0 fmax_ev_per_a=2.68 lumo_energy_ha=0.0334 orbital_gap_ev=10.65 relative_energy_kcal_mol=51.5
C -4.8796 0.4955 -0.1632 -0.54
O -4.7338 0.9015 -1.5723 -0.48
H -4.6966 1.3715 0.4774 0.23
H -4.1647 -0.2173 0.3341 0.25
H -5.8578 0.0435 0.0666 0.25
N 3.1634 -1.1876 1.5754 -0.61
C 3.5967 -0.2293 0.8822 0.11
N 4.1401 -0.2397 -0.4352 -0.56
H -4.8536 0.0426 -2.0178 0.29
H 2.7182 -0.6769 2.3580 0.27
H 3.5763 0.8047 1.2330 0.25
H 3.9212 0.5722 -1.0082 0.27
H 3.7504 -1.0136 -0.9995 0.27

# 3
13
Properties=species:S:1:pos:R:3:mulliken_charge:R:1 method="wB97M-V/def2-TZVPD" homo_ev="-9.10 / -9.10" smiles="C=[N+](C)[O-].N" total_charge=0 fmax_ev_per_a=3.60 lumo_energy_ha="0.0168 / 0.0168" orbital_gap_ev="9.56 / 9.56" relative_energy_kcal_mol=93.6
C 0.7375 -0.8609 0.3444 -0.50
C 2.0913 0.8729 -0.3649 -0.98
N -3.2891 -0.6194 0.5132 -0.73
N 0.8502 0.1595 -0.4452 0.50
O -0.0613 0.7196 -1.1107 -0.62
H 0.0709 -1.6031 0.0452 0.31
H 1.5402 -1.1051 1.0426 0.26
H -2.6741 -0.3054 1.1948 0.25
H 1.9687 1.8109 -0.8867 0.35
H 2.3172 1.2748 0.6671 0.32
H 2.8327 0.2220 -0.8283 0.35
H -3.7944 0.1462 0.0983 0.23
H -2.5899 -0.7122 -0.2697 0.25

# 4
13
Properties=species:S:1:pos:R:3:mulliken_charge:R:1 method="wB97M-V/def2-TZVPD" homo_ev=-8.92 smiles="[H]/N=C/NC.O" total_charge=0 fmax_ev_per_a=4.51 lumo_energy_ha=0.0287 orbital_gap_ev=9.70 relative_energy_kcal_mol=56.0
C 1.3741 -0.4159 -0.2433 -0.81
N 0.6140 0.4478 0.7169 -0.26
C -0.3285 1.1916 -0.0632 0.05
N -0.4473 2.4842 0.2239 -0.68
H 2.2449 -0.9201 0.3171 0.31
H 0.9032 -1.3264 -0.6279 0.25
H 1.9284 0.1909 -1.0426 0.31
H 0.8492 0.9170 1.5893 0.29
H -0.6745 0.7249 -1.0960 0.31
H -1.1839 2.9231 -0.3799 0.23
H -2.1942 -2.7575 0.0719 0.31
H -1.6349 -1.3884 0.5923 0.31
O -1.4506 -2.0714 -0.0585 -0.62

# 5
14
Properties=species:S:1:pos:R:3:mulliken_charge:R:1 method="wB97M-V/def2-TZVPD" homo_ev="-7.40 / -7.25" total_charge=0 fmax_ev_per_a=5.51 lumo_energy_ha="0.0286 / 0.0322" orbital_gap_ev="8.18 / 8.12" relative_energy_kcal_mol=188.4
C -0.2103 1.0173 -0.4340 -0.29
C -1.5582 0.5787 0.0353 -0.88
N 1.0414 -1.4889 -1.1021 -0.15
N 1.1481 0.2655 0.6124 -0.53
O 1.9663 -0.7987 -0.4720 -0.19
O 0.1168 -2.0092 -0.1711 -0.35
H 0.6434 -2.5471 0.4767 0.30
H 0.7385 -0.1289 1.4581 0.28
H 1.9172 0.8832 0.8757 0.26
H 0.0345 2.0538 -0.2176 0.34
H -0.0025 0.7983 -1.4729 0.31
H -2.0868 1.3906 0.5361 0.31
H -1.5614 -0.2960 0.6860 0.29
H -2.1867 0.2813 -0.8107 0.28

# 6
14
Properties=species:S:1:pos:R:3:mulliken_charge:R:1 method="wB97M-V/def2-TZVPD" homo_ev=-9.32 smiles="O=CO.NCN" total_charge=0 fmax_ev_per_a=1.29 lumo_energy_ha=0.0298 orbital_gap_ev=10.13 relative_energy_kcal_mol=32.7
N -3.0947 3.7831 -0.9560 -0.63
C -2.9316 3.7409 0.4900 -0.19
N -1.8792 2.7819 0.8634 -0.62
H -2.1447 3.7148 -1.3185 0.23
H -3.4562 4.6838 -1.2310 0.24
H -3.8721 3.4084 0.9232 0.25
H -2.6830 4.7280 0.8836 0.23
H -2.3077 2.1271 1.5117 0.25
H -1.7584 2.1722 0.0576 0.25
O 3.2435 -3.7252 -1.1887 -0.48
C 2.4834 -3.8013 -0.2800 0.26
O 2.7864 -3.6248 0.9908 -0.40
H 1.4089 -4.0192 -0.3190 0.30
H 3.7367 -3.4787 1.1003 0.32

Number 1: electronic energy -7229.0704 eV. Number 2: electronic energy -7230.0965 eV. Number 3: electronic energy -7228.2686 eV. Number 4: electronic energy -7229.8993 eV. Number 5: electronic energy -9271.7405 eV. Number 6: electronic energy -9278.4930 eV.